Record 1
The ion C4H11N2O2 with charge +1 at a distorted geometry, computed with ωB97M-V/def2-TZVPD.

Bonds (Å) are listed after each position.
CARTESIAN COORDINATES (ANGSTROEM)
1 C 1.64 -0.91 1.45  N2 1.508, H9 1.095, H10 1.072, H11 1.103
2 N 1.39 0.58 1.44  C1 1.508, C3 1.356, H12 1.013
3 C 0.73 0.99 0.33  N2 1.356, O4 1.239, C5 1.556
4 O 0.85 2.11 -0.17  C3 1.239
5 C -0.61 0.35 -0.14  C3 1.556, N6 1.482, C7 1.493, H13 1.132
6 N -1.43 1.42 -0.75  C5 1.482, H14 1.014, H15 1.051, H16 1.051
7 C -0.47 -0.80 -1.08  C5 1.493, O8 1.432, H17 1.079, H18 1.086
8 O -1.76 -1.40 -1.27  C7 1.432, H19 0.960
9 H 2.54 -1.22 1.98  C1 1.095
10 H 1.77 -1.33 0.47  C1 1.072
11 H 0.83 -1.31 2.07  C1 1.103
12 H 2.27 1.07 1.57  N2 1.013
13 H -1.22 0.06 0.78  C5 1.132
14 H -1.99 1.83 -0.02  N6 1.014
15 H -2.11 0.96 -1.41  N6 1.051
16 H -0.86 2.14 -1.27  N6 1.051
17 H -0.02 -0.58 -2.04  C7 1.079
18 H 0.18 -1.59 -0.71  C7 1.086
19 H -1.71 -2.35 -1.21  O8 0.960

DFT total energy = -418.73871 Ha
2S+1 = 1
HOMO energy = -14.44 eV
orbital gap = 11.1827 eV
E_LUMO = -3.261 eV
SMILES = CNC(=O)[C@@H]([NH3+])CO
total charge = +1
largest force on an atom = 0.0779 hartree/bohr
energy relative to the best compared isomer or geometry (same formula, charge and spin) = 38.3 kcal per mole



Record 2
A cluster of 3 separate species, C4H11N2O2 in total at a distorted geometry, computed with ωB97M-V/def2-TZVPD.

Bonds (Å) are listed after each position.
CARTESIAN COORDINATES (ANGSTROEM)
1 C -0.95 -1.40 -1.23  C2 1.491, H7 1.097, H8 1.093, H9 1.073
2 C -0.95 -0.29 -0.24  C1 1.491, C3 1.360, N6 1.342
3 C -1.41 0.98 -0.44  C2 1.360, N4 1.498, H10 1.064
4 N -1.27 1.57 0.93  C3 1.498, C5 1.306, H11 1.039
5 C -0.95 0.63 1.77  N4 1.306, N6 1.364, H12 1.114
6 N -0.73 -0.52 1.06  C2 1.342, C5 1.364, H13 1.043
7 H 0.00 -1.89 -0.98  C1 1.097
8 H -1.05 -1.11 -2.28  C1 1.093
9 H -1.87 -1.95 -1.21  C1 1.073
10 H -1.45 1.56 -1.32  C3 1.064
11 H -1.41 2.59 0.76  N4 1.039
12 H -0.73 0.88 2.83  C5 1.114
13 H -0.43 -1.36 1.61  N6 1.043
14 H 2.98 0.78 -1.35  O16 0.993
15 H 2.35 -0.05 -2.43  O16 0.973
16 O 2.32 0.86 -2.09  H14 0.993, H15 0.973
17 H 2.64 -0.60 1.30  O19 0.969
18 H 2.46 -2.16 0.74  O19 0.929
19 O 2.19 -1.27 0.76  H17 0.969, H18 0.929

DFT total energy = -418.73420 Ha
2S+1 = 1
HOMO energy = -13.96 eV
orbital gap = 10.8336 eV
E_LUMO = -3.123 eV
total charge = +1
largest force on an atom = 0.1109 hartree/bohr
energy relative to the best compared isomer or geometry (same formula, charge and spin) = 41.2 kcal per mole



Record 3
A cluster of 2 separate species, C4H11N2OS in total at a distorted geometry, computed with ωB97M-V/def2-TZVPD.

Bonds (Å) are listed after each position.
CARTESIAN COORDINATES (ANGSTROEM)
1 C -0.43 -0.37 1.85  N5 1.278, O7 1.191
2 C -1.25 -0.26 -0.92  C4 1.486, H9 1.060, H10 1.121, H11 1.106
3 C 1.06 1.88 -1.35  N6 1.560, H12 1.066, H13 0.993, H14 1.110
4 C 0.16 -0.41 -0.50  C2 1.486, N6 1.500, S8 1.790
5 N -0.93 -1.50 2.16  C1 1.278, H15 1.032, H16 1.045
6 N 1.03 0.79 -0.24  C3 1.560, C4 1.500, H17 1.104, H18 1.059
7 O -0.27 0.79 2.07  C1 1.191
8 S 0.96 -1.92 -1.04  C4 1.790, H19 1.469
9 H -1.66 -0.39 -1.89  C2 1.060
10 H -1.61 0.63 -0.33  C2 1.121
11 H -1.82 -1.03 -0.38  C2 1.106
12 H 0.10 2.26 -1.60  C3 1.066
13 H 1.71 2.59 -1.12  C3 0.993
14 H 1.52 1.34 -2.20  C3 1.110
15 H -1.27 -2.19 1.47  N5 1.032
16 H -1.34 -1.53 3.13  N5 1.045
17 H 2.03 0.44 0.10  N6 1.104
18 H 0.52 1.25 0.55  N6 1.059
19 H 1.50 -2.38 0.24  S8 1.469

DFT total energy = -741.58083 Ha
2S+1 = 1
HOMO energy (alpha / beta) = -12.01 / -12.01 eV
orbital gap (alpha / beta) = 8.0545 / 8.0563 eV
E_LUMO (alpha / beta) = -3.959 / -3.958 eV
total charge = +1
largest force on an atom = 0.1081 hartree/bohr
energy relative to the best compared isomer or geometry (same formula, charge and spin) = 97.6 kcal per mole



Record 4
The ion C4H11N2OSi with charge +1 at a distorted geometry, computed with ωB97M-V/def2-TZVPD.

Bonds (Å) are listed after each position.
CARTESIAN COORDINATES (ANGSTROEM)
1 C 2.85 0.34 0.19  C2 1.443, H9 1.107, H10 1.101, H11 1.138
2 C 1.42 0.50 0.16  C1 1.443, N3 1.328, N8 1.334
3 N 0.61 -0.25 -0.57  C2 1.328, Si4 1.868, H12 1.011
4 Si -1.14 0.02 0.01  N3 1.868, C5 1.833, C6 1.920, O7 1.711
5 C -2.23 0.41 -1.41  Si4 1.833, H13 1.115, H14 1.116, H15 1.054
6 C -1.57 -1.59 0.97  Si4 1.920, H16 1.122, H17 1.146, H18 1.048
7 O -0.54 1.36 0.89  Si4 1.711, N8 1.333
8 N 0.79 1.42 0.90  C2 1.334, O7 1.333, H19 1.015
9 H 3.40 1.11 -0.38  C1 1.107
10 H 3.12 -0.57 -0.37  C1 1.101
11 H 3.33 0.27 1.22  C1 1.138
12 H 0.94 -1.05 -1.10  N3 1.011
13 H -2.92 1.25 -1.17  C5 1.115
14 H -1.64 0.68 -2.32  C5 1.116
15 H -2.82 -0.43 -1.63  C5 1.054
16 H -2.64 -1.88 0.80  C6 1.122
17 H -0.89 -2.44 0.62  C6 1.146
18 H -1.29 -1.42 1.97  C6 1.048
19 H 1.22 2.28 1.21  N8 1.015

DFT total energy = -633.05549 Ha
2S+1 = 1
HOMO energy = -13.83 eV
orbital gap = 10.7223 eV
E_LUMO = -3.107 eV
SMILES = CC1=[NH+][Si](C)(C)ON1
total charge = +1
largest force on an atom = 0.0571 hartree/bohr
energy relative to the best compared isomer or geometry (same formula, charge and spin) = 0.0 kcal per mole



Record 5
The ion C4H11N2S with charge -1 at a distorted geometry, computed with ωB97M-V/def2-TZVPD.

Bonds (Å) are listed after each position.
CARTESIAN COORDINATES (ANGSTROEM)
1 C 0.94 -1.79 1.88  N2 1.423, H8 1.095, H9 1.106, H10 1.103
2 N 1.00 -0.73 0.94  C1 1.423, C3 1.448, H11 0.986
3 C -0.25 -0.27 0.38  N2 1.448, C4 1.554, H12 1.115, H13 1.088
4 C -0.02 0.84 -0.69  C3 1.554, N5 1.497, C6 1.514, H14 1.092
5 N 0.46 0.14 -1.92  C4 1.497, H15 1.036, H16 1.023
6 C -1.25 1.72 -0.84  C4 1.514, S7 1.845, H17 1.095, H18 1.099
7 S -1.22 2.73 -2.38  C6 1.845
8 H 0.65 -2.77 1.49  C1 1.095
9 H 1.98 -1.98 2.21  C1 1.106
10 H 0.35 -1.56 2.79  C1 1.103
11 H 1.81 -0.16 0.94  N2 0.986
12 H -0.80 0.16 1.25  C3 1.115
13 H -0.83 -1.07 -0.07  C3 1.088
14 H 0.83 1.47 -0.43  C4 1.092
15 H -0.06 0.64 -2.66  N5 1.036
16 H -0.03 -0.75 -2.01  N5 1.023
17 H -1.41 2.29 0.08  C6 1.095
18 H -2.15 1.10 -0.96  C6 1.099

DFT total energy = -666.70577 Ha
2S+1 = 1
HOMO energy = -2.45 eV
orbital gap = 5.9247 eV
E_LUMO = 3.478 eV
SMILES = CNC[C@@H](N)C[S-]
total charge = -1
largest force on an atom = 0.0493 hartree/bohr
energy relative to the best compared isomer or geometry (same formula, charge and spin) = 25.6 kcal per mole



Record 6
The ion C4H11N2S with charge -1 at a distorted geometry, computed with ωB97M-V/def2-TZVPD.

Bonds (Å) are listed after each position.
CARTESIAN COORDINATES (ANGSTROEM)
1 C -0.83 -1.41 -0.41  C2 1.520, H8 1.092, H9 1.069, H10 1.092
2 C -0.79 0.10 -0.56  C1 1.520, C3 1.536, N5 1.506, H11 1.067
3 C -1.29 0.81 0.71  C2 1.536, S4 1.802, H12 1.097, H13 1.079
4 S -3.07 0.66 0.98  C3 1.802
5 N 0.54 0.53 -1.11  C2 1.506, C6 1.463, H14 1.017
6 C 1.74 0.06 -0.42  N5 1.463, N7 1.466, H15 1.084, H16 1.092
7 N 1.82 0.20 1.04  C6 1.466, H17 1.009, H18 1.016
8 H -0.51 -1.88 -1.34  C1 1.092
9 H -1.83 -1.69 -0.15  C1 1.069
10 H -0.19 -1.76 0.40  C1 1.092
11 H -1.42 0.38 -1.38  C2 1.067
12 H -0.68 0.45 1.54  C3 1.097
13 H -1.06 1.86 0.58  C3 1.079
14 H 0.53 1.55 -1.03  N5 1.017
15 H 1.85 -0.97 -0.73  C6 1.084
16 H 2.59 0.59 -0.85  C6 1.092
17 H 1.33 -0.55 1.50  N7 1.009
18 H 1.28 1.05 1.22  N7 1.016

DFT total energy = -666.72371 Ha
2S+1 = 1
HOMO energy = -2.48 eV
orbital gap = 6.4140 eV
E_LUMO = 3.932 eV
SMILES = C[C@@H](C[S-])NCN
total charge = -1
largest force on an atom = 0.0219 hartree/bohr
energy relative to the best compared isomer or geometry (same formula, charge and spin) = 14.3 kcal per mole



Record 7
The ion C4H11N2S with charge -1 at a distorted geometry, computed with ωB97M-V/def2-TZVPD.

Bonds (Å) are listed after each position.
CARTESIAN COORDINATES (ANGSTROEM)
1 C 2.35 -0.74 -1.26  N2 1.531, H8 1.170, H9 1.102, H10 1.061
2 N 1.55 -0.49 0.02  C1 1.531, C3 1.447, H11 1.046
3 C 0.11 -0.61 -0.11  N2 1.447, C4 1.601, H12 1.205, H13 1.111
4 C -0.68 0.46 0.78  C3 1.601, N5 1.459, C6 1.500, H14 1.093
5 N -0.35 1.82 0.38  C4 1.459, H15 1.022, H16 1.066
6 C -2.12 0.06 0.73  C4 1.500, S7 1.818, H17 1.062, H18 1.175
7 S -3.39 1.24 1.30  C6 1.818
8 H 2.92 0.24 -1.53  C1 1.170
9 H 3.24 -1.38 -1.11  C1 1.102
10 H 1.75 -1.18 -2.02  C1 1.061
11 H 1.77 -1.13 0.82  N2 1.046
12 H -0.44 -1.62 0.26  C3 1.205
13 H -0.06 -0.41 -1.19  C3 1.111
14 H -0.37 0.48 1.83  C4 1.093
15 H -1.03 2.39 0.89  N5 1.022
16 H -0.66 1.88 -0.64  N5 1.066
17 H -2.38 -0.82 1.27  C6 1.062
18 H -2.22 -0.18 -0.41  C6 1.175

DFT total energy = -666.67664 Ha
2S+1 = 1
HOMO energy = -2.37 eV
orbital gap = 5.8049 eV
E_LUMO = 3.431 eV
SMILES = CNC[C@@H](N)C[S-]
total charge = -1
largest force on an atom = 0.0702 hartree/bohr
energy relative to the best compared isomer or geometry (same formula, charge and spin) = 43.9 kcal per mole



Record 8
A cluster of 2 separate species, C4H11N2S in total at a distorted geometry, computed with ωB97M-V/def2-TZVPD.

Bonds (Å) are listed after each position.
CARTESIAN COORDINATES (ANGSTROEM)
1 C 0.97 -0.97 -0.24  C2 1.334, C3 1.384, H8 1.164
2 C 1.82 0.06 -0.15  C1 1.334, S7 1.773, H9 1.103
3 C -0.39 -1.17 -0.02  C1 1.384, C4 1.528, N5 1.343
4 C -1.08 -2.51 0.21  C3 1.528, H10 1.140, H11 1.136, H12 1.117
5 N -1.23 -0.13 -0.10  C3 1.343, H13 1.054, H17 1.032
6 N 0.34 2.99 0.41  H14 1.026, H15 1.042, H16 1.038
7 S 3.59 -0.01 -0.24  C2 1.773, H18 1.394
8 H 1.45 -2.02 -0.24  C1 1.164
9 H 1.48 1.08 0.06  C2 1.103
10 H -1.68 -2.90 -0.68  C4 1.140
11 H -1.73 -2.38 1.12  C4 1.136
12 H -0.32 -3.34 0.21  C4 1.117
13 H -2.24 -0.29 0.13  N5 1.054
14 H 1.03 3.43 -0.21  N6 1.026
15 H 0.54 3.47 1.31  N6 1.042
16 H -0.64 3.29 0.27  N6 1.038
17 H -0.90 0.83 -0.33  N5 1.032
18 H 3.79 -1.27 -0.80  S7 1.394

DFT total energy = -666.33546 Ha
2S+1 = 3
HOMO energy (alpha / beta) = -10.84 / -14.17 eV
orbital gap (alpha / beta) = 8.0553 / 6.5932 eV
E_LUMO (alpha / beta) = -2.782 / -7.579 eV
total charge = +1
largest force on an atom = 0.1326 hartree/bohr
energy relative to the best compared isomer or geometry (same formula, charge and spin) = 0.0 kcal per mole
expectation value of S² = 2.01



Record 9
A cluster of 2 separate species, C4H11N3 in total at a distorted geometry, computed with ωB97M-V/def2-TZVPD.

Bonds (Å) are listed after each position.
CARTESIAN COORDINATES (ANGSTROEM)
1 C -1.04 1.69 0.44  N3 1.475, H4 1.090, H5 1.096, H6 1.085
2 C -3.23 2.37 0.10  N3 1.258, H7 1.088, H8 1.095
3 N -2.48 1.56 0.70  C1 1.475, C2 1.258
4 H -0.61 2.09 1.36  C1 1.090
5 H -0.86 2.38 -0.39  C1 1.096
6 H -0.63 0.71 0.20  C1 1.085
7 H -4.30 2.34 0.29  C2 1.088
8 H -2.85 3.13 -0.58  C2 1.095
9 C 0.98 -1.83 -0.12  C10 1.324, N12 1.406, H13 1.086
10 C 2.20 -1.31 -0.15  C9 1.324, N11 1.438, H14 1.084
11 N 2.58 -0.27 -1.07  C10 1.438, H15 1.005, H16 1.001
12 N 0.51 -2.81 0.77  C9 1.406, H17 1.015, H18 1.015
13 H 0.23 -1.46 -0.81  C9 1.086
14 H 2.97 -1.63 0.54  C10 1.084
15 H 2.88 -0.67 -1.95  N11 1.005
16 H 3.31 0.30 -0.69  N11 1.001
17 H 0.85 -3.74 0.55  N12 1.015
18 H -0.50 -2.84 0.81  N12 1.015

DFT total energy = -323.14922 Ha
2S+1 = 2
HOMO energy (alpha / beta) = 1.55 / -4.42 eV
orbital gap (alpha / beta) = 2.2725 / 8.2273 eV
E_LUMO (alpha / beta) = 3.824 / 3.808 eV
total charge = -1
largest force on an atom = 0.0211 hartree/bohr
energy relative to the best compared isomer or geometry (same formula, charge and spin) = 49.2 kcal per mole
expectation value of S² = 0.75



Record 10
An isolated molecule of C4H11N3 at a distorted geometry, computed with ωB97M-V/def2-TZVPD.

Bonds (Å) are listed after each position.
CARTESIAN COORDINATES (ANGSTROEM)
1 C -0.88 -1.23 0.89  C2 1.306, H8 1.083, H9 1.081
2 C -0.55 -0.18 0.18  C1 1.306, C3 1.409, N5 1.813
3 C -0.90 0.93 -0.61  C2 1.409, N4 1.735, H10 1.087, H11 1.092
4 N -2.63 0.85 -0.43  C3 1.735, H12 1.017, H13 1.018
5 N 1.15 0.09 -0.39  C2 1.813, C6 1.442, N7 1.397
6 C 1.87 -1.16 -0.45  N5 1.442, H14 1.103, H15 1.093, H16 1.090
7 N 1.89 1.04 0.32  N5 1.397, H17 1.013, H18 1.024
8 H -0.12 -1.92 1.24  C1 1.083
9 H -1.91 -1.42 1.14  C1 1.081
10 H -0.80 0.83 -1.69  C3 1.087
11 H -0.64 1.91 -0.21  C3 1.092
12 H -3.10 0.09 0.05  N4 1.017
13 H -2.96 1.68 0.06  N4 1.018
14 H 1.96 -1.66 0.53  C6 1.103
15 H 2.88 -0.98 -0.82  C6 1.093
16 H 1.35 -1.84 -1.13  C6 1.090
17 H 1.67 1.97 -0.02  N7 1.013
18 H 1.74 0.99 1.33  N7 1.024

DFT total energy = -323.09835 Ha
2S+1 = 1
HOMO energy = -8.42 eV
orbital gap = 9.3259 eV
E_LUMO = 0.910 eV
SMILES = C=C(CN)N(C)N
largest force on an atom = 0.1420 hartree/bohr
energy relative to the best compared isomer or geometry (same formula, charge and spin) = 130.6 kcal per mole



Q: The highest 2S+1 belongs to which entry?
A: number 8



Q: Which of these has the highest energy relative to the best compared isomer or geometry (same formula, charge and spin)?
A: number 10